The following is a DFT calculation (ωB97M-V/def2-TZVPD) of C4H14N3 as an isolated structure in a non-equilibrium geometry.

XYZ file:
```
21
Properties=species:S:1:pos:R:3:forces:R:3
H 1.853 -0.489 1.459 -0.6 -0.4 2.5
C 1.682 -0.630 -0.510 -4.8 2.5 0.7
C 2.390 -0.082 0.682 2.3 1.2 -1.5
H -1.487 -1.601 -1.363 0.2 0.6 0.3
H 3.456 -0.506 0.644 -1.4 0.7 0.4
H -0.637 -1.895 0.030 1.6 -1.5 0.5
H 0.339 1.475 -0.482 -0.5 -0.3 -0.2
H -2.151 1.839 -0.047 0.9 -0.3 0.5
C 0.023 0.480 -0.824 3.8 -1.9 1.6
H -1.265 -0.644 1.893 -1.5 -1.1 0.7
C -2.312 0.757 -0.091 -3.6 1.3 0.9
H -0.763 0.872 1.661 0.3 -0.2 0.2
H -3.002 0.468 0.736 0.8 0.2 -0.2
N -0.671 -0.093 1.343 1.5 1.3 -0.2
H 2.101 -0.431 -1.403 1.6 0.7 -3.0
N -1.393 -1.428 -0.359 -2.0 0.7 0.0
H -3.061 0.752 -0.892 1.1 -1.1 -1.0
H 2.453 1.102 0.740 -0.2 -2.6 -0.3
H 1.223 -1.607 -0.599 0.5 -0.3 0.8
H -0.108 0.338 -1.871 -0.7 0.2 -0.6
N -1.117 -0.071 -0.003 0.5 0.4 -2.0
```
Positions in Å, forces in eV/Å.

Results
Spin multiplicity ... 1
HOMO-LUMO gap ... 11.26 eV
Net charge ... +1

natural (NBO) atomic charge list, values in e, 4 entries: number 1, H, carries 0.222; number 2, C, carries -0.243; number 3, C, carries -0.654; number 4, H, carries 0.399

***

The following is a DFT calculation (ωB97M-V/def2-TZVPD) of a 11-piece molecular cluster, C72H164N2O29 overall in a non-equilibrium geometry.

XYZ file:
```
267
Properties=species:S:1:pos:R:3:forces:R:3
H 15.593 -21.364 9.190 -1.2 -0.1 -1.6
C 16.231 -21.308 10.011 -0.1 -1.4 1.8
O 15.467 -20.969 11.170 1.1 -0.5 -0.1
C 21.714 -27.743 14.849 -0.6 0.9 0.1
H 15.077 -34.038 14.838 0.1 0.2 -0.5
C 15.253 -33.139 14.196 -0.2 0.4 1.1
C 11.476 -22.134 12.014 -0.1 1.0 -1.1
H 13.004 -20.800 17.608 -0.2 -0.1 -0.8
C 19.919 -20.043 11.533 -1.1 -1.4 -0.4
C 17.118 -17.669 14.242 -1.3 -1.0 1.5
H 15.035 -29.732 10.546 -0.2 -0.2 -0.2
C 15.086 -19.625 11.240 -1.1 -0.3 1.2
C 20.643 -23.332 10.759 0.8 -0.2 -0.3
H 10.033 -23.722 13.786 0.9 -0.3 0.9
C 23.327 -28.214 16.646 -0.6 2.7 -1.5
H 13.519 -33.485 11.587 -0.2 -0.5 -1.3
H 15.260 -21.803 4.884 0.9 0.4 0.0
H 16.273 -22.570 7.098 0.1 0.0 -0.5
H 19.991 -22.360 7.017 -0.4 -0.7 0.3
O 12.833 -20.160 12.106 0.6 0.7 0.4
H 20.468 -19.303 18.815 -0.3 0.0 -1.0
H 15.387 -29.019 7.694 0.1 -0.5 0.1
H 17.279 -26.167 8.142 0.3 0.2 0.0
H 15.907 -18.904 11.389 -0.1 -0.3 -0.2
C 13.028 -28.135 11.179 -0.8 0.1 0.7
H 19.423 -30.640 16.615 0.3 -0.8 -0.6
H 21.230 -27.172 8.487 0.8 0.2 -0.3
H 20.125 -23.044 14.178 0.5 -0.5 -0.3
H 16.862 -20.897 14.572 0.4 0.4 -0.2
H 13.122 -19.645 18.876 0.7 0.0 -0.7
H 18.790 -21.182 6.902 -0.5 0.2 -0.1
H 13.678 -25.626 14.935 -0.4 -0.7 -0.6
H 16.631 -20.315 3.431 0.6 -0.7 -0.5
H 20.986 -32.711 16.086 0.5 0.5 0.3
H 11.120 -18.595 15.025 -1.4 -0.3 -0.3
H 17.212 -21.070 18.383 -0.3 0.2 0.3
H 15.858 -27.058 12.161 0.5 0.4 -1.0
H 16.998 -34.080 13.302 0.1 -0.2 -0.1
H 16.268 -31.836 16.601 0.2 -0.5 -0.3
H 18.741 -28.787 7.592 0.2 -0.2 0.5
N 16.303 -24.312 13.176 -0.2 -1.9 0.7
H 12.966 -29.607 15.084 0.7 -0.8 0.0
H 16.815 -24.190 7.290 0.1 -0.4 -0.2
H 21.419 -26.858 14.237 -0.4 -0.4 0.8
H 14.684 -29.095 14.581 -1.0 0.2 0.3
H 20.236 -28.185 16.338 -0.1 -0.6 -0.8
H 12.252 -29.830 7.291 -0.2 -0.2 0.6
H 17.163 -32.992 19.312 -0.3 -0.3 -0.5
O 18.937 -18.880 17.452 0.0 0.9 -0.4
H 22.137 -19.327 16.986 -0.8 -1.0 -0.6
C 19.861 -30.863 15.607 -0.3 1.0 0.1
C 21.060 -19.602 16.749 0.4 -1.1 -1.3
H 18.149 -18.629 19.307 -0.4 0.6 -0.5
H 18.736 -25.056 10.940 -1.0 0.3 0.6
C 11.147 -23.801 13.698 -2.0 1.1 -1.3
O 19.298 -22.081 4.189 -0.1 1.9 0.9
O 17.096 -32.129 12.883 -0.2 1.2 0.6
H 15.514 -30.782 13.067 0.3 0.1 -0.2
H 11.564 -22.098 10.884 0.3 0.3 1.3
H 16.407 -29.049 19.158 0.5 0.8 -0.1
O 19.430 -19.783 12.813 -1.4 -0.5 0.8
H 14.987 -22.752 3.535 0.3 -0.7 0.3
C 17.278 -29.855 12.222 -1.5 0.1 -0.5
H 13.882 -28.154 7.940 0.7 0.1 -0.7
H 16.633 -22.331 10.199 -0.2 1.0 -0.2
H 18.586 -17.112 18.527 0.7 1.1 -0.1
O 20.984 -29.975 15.417 -0.6 0.5 0.0
H 10.529 -21.590 12.235 0.5 0.0 0.2
O 19.801 -23.676 16.137 0.3 -1.1 0.3
H 20.783 -34.523 14.076 0.7 0.6 -0.4
C 13.625 -18.710 16.925 0.5 -2.0 -0.4
C 13.604 -19.946 17.907 0.3 1.0 0.9
H 17.244 -33.087 14.756 0.5 0.1 -0.1
O 13.036 -24.997 7.140 -1.9 -0.8 1.3
C 14.034 -30.200 10.481 1.0 -0.9 -0.7
H 14.466 -19.395 10.419 -0.3 0.6 -1.7
O 13.052 -29.259 10.338 -1.8 1.4 -0.6
H 14.386 -26.725 13.616 -0.1 -0.3 0.2
H 11.607 -24.068 8.551 1.0 -0.8 -0.7
C 20.260 -32.314 15.374 0.6 -0.1 0.3
O 20.760 -32.452 14.075 0.1 0.6 -1.4
H 18.124 -25.103 5.390 -0.8 -1.1 -0.6
H 13.954 -27.558 11.134 0.2 0.0 -0.2
H 15.176 -27.874 17.358 0.5 -0.4 -0.2
C 16.727 -21.715 17.650 1.7 -0.2 -1.9
H 18.463 -26.752 12.735 0.8 -0.6 0.1
H 17.932 -20.992 2.285 -0.4 0.1 0.8
H 14.760 -21.774 16.697 0.9 0.4 -0.2
H 17.197 -30.411 11.265 0.8 0.4 0.1
H 21.900 -22.233 15.730 1.8 -1.0 -0.1
C 19.936 -22.672 15.179 0.1 -0.2 0.1
H 16.289 -21.267 2.024 -1.3 -0.6 -0.9
H 17.946 -27.165 15.161 0.4 -0.3 0.7
H 16.664 -34.107 17.983 -0.2 0.1 -0.1
H 13.997 -23.252 14.833 -1.0 0.3 -0.9
C 11.816 -27.191 10.890 0.1 -2.2 -0.5
O 18.536 -29.410 12.615 0.9 -1.0 -1.2
O 13.924 -29.318 6.209 0.8 0.7 0.4
H 16.967 -25.037 15.840 0.5 0.5 0.6
C 16.974 -21.191 2.818 1.3 0.8 1.0
C 17.098 -25.300 12.396 -0.4 0.8 -0.3
H 24.134 -28.543 16.037 0.7 -0.8 -0.5
C 11.974 -19.095 15.405 -0.2 -0.6 -0.7
H 14.183 -19.017 15.997 0.0 0.4 0.8
H 21.662 -33.741 12.706 -0.3 0.4 -0.2
H 20.677 -28.882 8.822 1.1 0.5 0.2
H 17.913 -17.638 15.011 -0.3 0.0 -0.5
H 18.668 -25.330 13.786 0.8 0.5 0.4
H 16.137 -24.720 4.945 0.1 -0.3 -0.5
C 14.434 -33.810 12.047 -0.6 0.9 0.5
C 17.223 -26.702 14.525 -0.4 -0.1 -1.3
O 16.498 -18.979 14.180 1.8 0.5 0.2
H 11.645 -23.137 14.419 -0.1 0.2 -0.6
C 16.250 -26.232 11.505 -0.1 -0.5 1.4
C 15.493 -24.892 14.319 -1.3 1.1 -0.1
H 10.846 -27.779 10.816 1.2 0.6 0.6
H 19.823 -30.168 11.049 -0.1 0.0 1.1
H 16.820 -26.600 10.632 -0.3 0.0 0.6
H 19.556 -21.143 4.363 -0.1 -1.1 -0.3
C 18.148 -20.418 12.989 0.2 1.3 0.3
H 12.700 -30.846 5.896 0.2 -0.1 0.9
H 13.441 -28.085 15.521 0.9 0.2 0.3
H 12.303 -26.007 5.550 0.2 -0.3 -0.1
H 20.362 -19.114 11.250 0.5 0.5 -0.9
C 20.913 -24.574 16.307 0.8 2.1 -0.9
C 15.540 -28.899 17.134 0.1 -1.0 -0.4
H 20.073 -23.057 9.844 0.5 -0.2 0.3
H 16.993 -20.598 9.798 0.9 0.6 0.0
C 18.133 -23.041 5.960 -0.6 -0.8 1.0
C 17.985 -26.034 13.372 -1.3 -0.9 -0.1
C 21.024 -21.702 15.546 -1.5 1.8 -0.9
H 16.726 -27.719 8.743 1.0 0.0 -0.7
H 14.156 -17.891 17.397 -0.2 0.2 0.1
H 21.482 -21.077 10.643 0.0 -0.7 -1.3
C 17.061 -22.444 3.721 0.2 0.4 -0.6
C 17.244 -23.546 19.041 -0.6 1.1 1.3
O 14.930 -20.404 18.181 -0.8 0.8 -0.4
H 14.911 -23.693 16.198 -0.2 -1.3 -0.3
C 18.780 -27.726 7.857 -0.1 0.0 2.5
O 14.301 -32.985 13.192 0.7 0.0 -0.4
H 21.087 -27.760 10.192 0.4 0.0 0.2
H 16.297 -17.023 14.533 0.0 0.4 0.2
C 21.429 -33.648 13.760 -0.6 -0.8 1.7
H 17.462 -20.018 12.233 0.2 -0.3 -0.2
C 16.739 -33.146 13.784 -1.2 0.5 0.5
O 20.714 -21.025 16.768 0.6 1.8 -0.5
C 19.423 -33.757 18.422 -0.8 -2.2 -0.9
H 21.759 -23.369 10.578 -1.1 0.2 0.0
H 14.967 -32.280 14.842 0.8 -0.4 0.0
H 12.780 -24.837 10.511 -1.0 0.7 1.6
H 15.127 -30.094 18.885 -0.8 0.0 -0.1
C 16.368 -25.691 15.246 -0.9 -1.6 0.6
H 18.178 -23.793 18.545 0.1 -0.2 -0.2
H 19.093 -30.563 14.857 0.3 -0.4 0.3
O 20.323 -22.448 11.815 0.9 1.2 -0.7
H 20.337 -24.314 11.082 0.2 -0.1 -0.1
H 18.509 -23.526 2.452 -0.1 0.4 0.0
H 13.890 -25.803 9.733 -0.3 -0.3 -0.4
H 17.165 -17.968 17.903 0.6 -0.2 0.4
H 20.314 -33.761 17.801 0.2 0.3 0.1
H 16.847 -23.887 2.047 -0.1 0.0 0.4
H 19.513 -24.195 4.782 0.4 -0.2 -0.4
C 20.915 -21.164 11.545 0.4 0.2 1.0
H 19.379 -27.268 7.086 0.1 0.6 -0.3
H 11.860 -20.206 15.565 -0.1 1.1 0.1
O 12.342 -18.341 16.493 0.4 0.4 1.6
C 14.632 -28.454 7.150 -2.0 -1.8 1.0
O 15.416 -23.744 12.241 -0.6 0.1 0.1
C 18.008 -24.447 11.542 1.5 0.7 0.2
O 16.921 -30.719 18.175 -1.3 -0.2 -0.2
C 14.942 -23.647 15.095 2.4 0.6 1.3
C 20.297 -18.886 17.771 -0.4 -1.5 1.9
C 18.896 -22.254 7.043 0.0 0.3 -0.3
H 13.690 -30.986 7.472 -0.7 0.4 -0.5
C 12.707 -21.417 12.698 -0.8 -1.2 -0.1
H 18.118 -19.863 15.171 0.5 0.3 -0.2
C 15.967 -29.644 18.379 0.5 -1.2 0.6
H 21.745 -24.064 16.912 -1.2 -1.1 -0.6
H 11.031 -25.786 6.751 1.6 0.0 0.2
H 20.401 -30.094 12.837 0.4 -0.3 -0.6
C 17.495 -20.019 14.292 -1.9 -1.4 0.5
H 20.771 -19.170 15.739 0.5 -0.5 1.0
H 19.617 -33.347 19.392 0.1 0.3 0.7
H 16.784 -24.397 19.574 0.1 0.1 -0.8
H 17.558 -23.691 10.892 -0.4 -0.7 -0.1
O 22.568 -27.228 15.851 0.6 -0.4 0.3
C 12.150 -26.025 6.624 -1.2 0.9 -0.1
C 17.520 -23.681 2.888 0.2 0.4 -0.2
H 19.279 -31.332 12.323 -0.2 -1.1 0.0
H 12.633 -21.393 13.817 -0.2 0.3 -0.8
O 16.821 -27.514 6.628 -0.6 0.4 1.2
O 11.286 -23.497 12.265 1.5 -0.6 1.9
H 14.344 -34.831 12.352 0.1 -1.0 0.0
H 18.575 -23.789 12.251 -0.2 -0.8 -0.6
H 18.204 -21.499 12.875 0.2 -0.1 0.1
H 13.732 -25.119 13.207 -0.8 0.0 -0.4
C 14.096 -19.542 12.390 0.2 1.3 0.6
H 21.347 -24.926 15.339 -0.3 0.5 0.5
H 17.557 -21.810 16.860 -0.9 -0.5 0.8
H 16.591 -29.012 12.084 0.4 0.3 0.1
H 21.183 -21.014 14.650 -0.2 -0.5 1.2
O 16.295 -22.918 18.200 -0.1 -1.1 -0.2
H 19.166 -34.871 18.501 0.1 1.3 0.2
H 17.441 -17.354 13.291 0.8 0.3 -1.2
H 12.694 -18.926 14.630 0.8 -0.4 -0.7
C 18.183 -18.073 18.334 -1.2 -2.0 0.5
H 16.433 -28.980 16.461 -0.6 0.8 0.2
H 17.685 -24.563 3.490 -0.6 -0.2 0.0
C 16.689 -23.423 6.527 0.6 1.2 -0.6
O 14.471 -29.670 16.569 -0.9 0.7 -0.9
H 19.740 -28.492 14.586 0.0 -0.2 0.4
H 22.132 -28.352 14.091 1.6 -0.9 -0.6
C 15.375 -27.335 6.530 1.5 0.2 -1.7
H 20.446 -25.410 16.737 0.0 -1.2 1.1
C 18.863 -24.388 5.611 0.2 1.2 0.8
C 12.644 -24.540 8.459 -0.1 0.0 0.5
H 18.933 -22.288 15.095 -0.3 0.9 0.2
C 14.193 -25.721 13.969 1.6 1.5 0.4
H 15.326 -33.643 11.425 -0.2 0.1 0.3
H 14.815 -24.079 5.745 -1.8 -0.1 0.6
H 19.076 -20.398 10.829 1.1 1.0 0.7
H 13.908 -30.865 11.345 -0.1 0.1 0.1
H 13.622 -21.937 12.483 0.3 -0.9 -0.1
H 14.661 -19.882 13.288 -1.0 -0.1 -0.3
O 11.937 -26.583 9.639 0.2 1.2 0.0
C 19.600 -30.343 12.138 -0.5 2.3 0.3
H 15.670 -26.324 15.897 0.9 1.3 -0.4
H 13.939 -30.812 9.545 0.5 0.3 1.0
H 16.546 -27.520 14.198 0.5 0.3 -0.2
C 15.540 -21.051 17.035 -1.5 0.1 1.9
C 13.084 -30.324 6.801 1.0 0.5 -1.1
C 16.287 -31.938 17.684 1.4 0.4 -0.2
H 13.362 -23.752 8.644 0.1 0.4 0.1
O 18.432 -33.064 17.708 -0.2 0.3 -0.5
C 15.748 -23.807 5.367 1.7 0.5 0.1
C 20.731 -27.825 9.177 -1.8 -1.3 -0.2
C 12.828 -25.485 9.685 1.2 -0.4 -3.0
H 12.917 -28.460 12.221 0.0 -0.1 0.2
H 22.374 -33.679 14.324 -0.1 -0.3 -0.1
H 18.404 -22.485 7.990 0.7 -0.2 0.3
O 19.355 -27.464 9.199 -0.7 -0.1 -1.7
H 20.791 -17.956 17.831 -0.1 2.0 -0.1
H 17.418 -22.803 19.847 0.5 -0.4 -0.1
H 15.029 -26.411 6.947 0.2 0.8 0.3
H 13.841 -18.471 12.541 0.3 -0.4 0.1
H 12.317 -27.025 7.044 0.2 0.4 0.0
H 19.462 -24.865 6.403 -0.2 0.7 0.2
C 13.887 -29.082 15.370 0.5 -0.2 0.5
H 15.385 -25.665 11.202 -0.2 0.1 -0.5
N 17.965 -22.107 4.823 1.5 -0.6 -0.7
H 11.818 -26.443 11.676 -0.4 0.2 0.4
C 17.107 -33.131 18.205 0.4 1.0 1.0
H 15.694 -22.818 15.105 -0.4 -0.5 -0.9
C 17.364 -27.236 7.940 -1.5 -0.2 -0.9
H 15.311 -27.258 5.431 -0.8 -0.3 0.4
H 21.714 -20.963 12.264 -0.3 -0.1 0.6
H 15.780 -20.317 16.285 0.2 0.2 -0.4
H 11.503 -24.781 13.906 0.1 -0.9 -0.2
H 15.552 -22.820 12.409 -0.1 1.0 -0.3
H 15.247 -32.031 17.964 -0.3 0.1 0.5
H 22.632 -28.953 16.889 -0.6 -1.5 0.9
C 20.548 -28.591 15.331 0.1 0.2 0.7
H 23.759 -27.654 17.471 -0.3 -0.1 0.2
C 16.608 -30.770 13.195 -0.3 -1.6 0.3
H 19.434 -32.988 15.518 -0.9 -0.1 0.0
C 15.723 -22.650 4.359 -2.0 -0.9 0.0
H 16.777 -30.452 14.239 0.4 -0.4 -0.1
```
Positions in Å, forces in eV/Å.

Results
Spin multiplicity ... 1
HOMO-LUMO gap ... 9.30 eV
Net charge ... 0

Mulliken atomic charge list, values in e, 4 entries: number 1, H, carries 1.090; number 2, C, carries -1.112; number 3, O, carries 0.881; number 4, C, carries -0.832

***

Total energy in hartree, matching the order above: -324.6587; -5132.3719
Highest occupied orbital energy in eV, matching the order above: -14.11; -8.71